Below is a 2-piece molecular cluster, CH4ClNO overall at a distorted geometry, with properties calculated with wB97M-V/def2-TZVPD.

CARTESIAN COORDINATES (ANGSTROEM)
C -0.18 -0.25 -0.03
N 0.95 0.45 0.36
O -1.20 0.51 -0.56
Cl 0.12 -1.65 -1.04
H -0.99 -1.10 1.01
H 1.51 0.08 1.03
H 0.69 1.41 0.69
H -0.91 0.55 -1.46

Values from the calculation:
**DFT total energy**: -630.61186 a.u.
**LUMO level**: 0.033 Ha
**Molecular weight**: 81.50 g/mol



Below is C32H34CdF3I2N3O4S2Se2 as an isolated structure at a distorted geometry, with properties calculated with wB97M-V/def2-TZVPD.

CARTESIAN COORDINATES (ANGSTROEM)
Cd 0.72 0.36 0.06
I 3.97 -0.42 -6.98
C 4.20 -0.01 -4.93
C 4.56 -1.02 -4.03
C 4.36 -0.76 -2.64
I 5.20 -2.13 -1.24
C 3.69 0.37 -2.23
O 3.41 0.64 -0.92
C 3.29 1.39 -3.17
C 2.43 2.57 -2.76
N 0.99 2.18 -2.56
C 0.28 1.61 -3.67
C 0.36 0.06 -3.74
C 0.66 -0.58 -4.96
C 0.52 -1.98 -4.95
C 0.18 -2.63 -3.77
C -0.06 -1.89 -2.61
N 0.01 -0.57 -2.60
C 3.66 1.16 -4.50
H 4.98 -1.98 -4.35
H 2.52 3.33 -3.57
H 2.71 3.00 -1.78
H 0.48 3.03 -2.27
H 0.62 2.02 -4.63
H -0.71 1.99 -3.55
H 0.93 0.05 -5.75
H 0.71 -2.49 -5.97
H 0.02 -3.68 -3.75
H -0.37 -2.37 -1.68
H 3.28 1.86 -5.26
O -3.14 2.84 -1.04
C -1.90 2.65 -0.37
C -1.29 4.00 0.12
C -1.95 4.38 1.43
O -3.40 4.37 1.40
C -1.49 5.17 -0.86
Se -1.16 4.91 -2.81
C 0.21 3.84 0.41
Se 0.70 2.37 1.66
H -2.91 3.42 -1.80
H -1.14 2.06 -0.95
H -2.08 2.09 0.51
H -1.55 5.34 1.79
H -1.76 3.66 2.23
H -3.74 3.84 0.65
H -0.80 5.98 -0.48
H -2.49 5.52 -0.64
H 0.54 4.77 0.85
H 0.82 3.70 -0.45
F -5.33 -1.26 2.79
C -4.26 -1.03 1.93
F -4.40 -1.90 0.97
F -4.48 0.18 1.45
C -2.99 -1.22 2.71
C -3.07 -1.68 3.95
C -1.85 -1.85 4.76
C -0.64 -1.04 4.26
N -0.59 -0.79 2.87
C -1.60 -0.98 2.10
S -1.45 -1.20 0.35
H -4.03 -1.85 4.45
H -2.11 -1.69 5.81
H -0.40 -0.15 4.77
C -2.65 -4.72 3.20
C -1.36 -4.00 3.35
C -0.32 -4.24 2.52
C 1.04 -3.68 2.69
C 1.29 -2.75 3.61
C 0.27 -2.29 4.53
C -1.07 -3.16 4.55
S 2.92 -2.09 3.81
C 3.28 -1.25 2.30
O 2.64 -0.54 -0.48
H -2.46 -5.51 2.47
H -3.36 -4.04 2.77
H -3.02 -5.11 4.16
H -0.42 -4.96 1.70
H 1.84 -3.94 1.99
H 0.71 -2.24 5.53
H -1.23 -3.91 5.38
H 2.42 -0.73 1.86
H 3.62 -1.93 1.53
H 3.99 -0.48 2.48

Values from the calculation:
**Net charge**: -2
**DFT total energy**: -8366.91220 a.u.
**LUMO level**: 0.117 Ha
**Molecular weight**: 1169.91 g/mol



Question: Number 1 is which compound?
Answer: CH4ClNO



Question: The highest DFT total energy belongs to which entry?
Answer: CH4ClNO



Repeat the second record exactly.
Below is C32H34CdF3I2N3O4S2Se2 as an isolated structure at a distorted geometry, with properties calculated with wB97M-V/def2-TZVPD.

CARTESIAN COORDINATES (ANGSTROEM)
Cd 0.72 0.36 0.06
I 3.97 -0.42 -6.98
C 4.20 -0.01 -4.93
C 4.56 -1.02 -4.03
C 4.36 -0.76 -2.64
I 5.20 -2.13 -1.24
C 3.69 0.37 -2.23
O 3.41 0.64 -0.92
C 3.29 1.39 -3.17
C 2.43 2.57 -2.76
N 0.99 2.18 -2.56
C 0.28 1.61 -3.67
C 0.36 0.06 -3.74
C 0.66 -0.58 -4.96
C 0.52 -1.98 -4.95
C 0.18 -2.63 -3.77
C -0.06 -1.89 -2.61
N 0.01 -0.57 -2.60
C 3.66 1.16 -4.50
H 4.98 -1.98 -4.35
H 2.52 3.33 -3.57
H 2.71 3.00 -1.78
H 0.48 3.03 -2.27
H 0.62 2.02 -4.63
H -0.71 1.99 -3.55
H 0.93 0.05 -5.75
H 0.71 -2.49 -5.97
H 0.02 -3.68 -3.75
H -0.37 -2.37 -1.68
H 3.28 1.86 -5.26
O -3.14 2.84 -1.04
C -1.90 2.65 -0.37
C -1.29 4.00 0.12
C -1.95 4.38 1.43
O -3.40 4.37 1.40
C -1.49 5.17 -0.86
Se -1.16 4.91 -2.81
C 0.21 3.84 0.41
Se 0.70 2.37 1.66
H -2.91 3.42 -1.80
H -1.14 2.06 -0.95
H -2.08 2.09 0.51
H -1.55 5.34 1.79
H -1.76 3.66 2.23
H -3.74 3.84 0.65
H -0.80 5.98 -0.48
H -2.49 5.52 -0.64
H 0.54 4.77 0.85
H 0.82 3.70 -0.45
F -5.33 -1.26 2.79
C -4.26 -1.03 1.93
F -4.40 -1.90 0.97
F -4.48 0.18 1.45
C -2.99 -1.22 2.71
C -3.07 -1.68 3.95
C -1.85 -1.85 4.76
C -0.64 -1.04 4.26
N -0.59 -0.79 2.87
C -1.60 -0.98 2.10
S -1.45 -1.20 0.35
H -4.03 -1.85 4.45
H -2.11 -1.69 5.81
H -0.40 -0.15 4.77
C -2.65 -4.72 3.20
C -1.36 -4.00 3.35
C -0.32 -4.24 2.52
C 1.04 -3.68 2.69
C 1.29 -2.75 3.61
C 0.27 -2.29 4.53
C -1.07 -3.16 4.55
S 2.92 -2.09 3.81
C 3.28 -1.25 2.30
O 2.64 -0.54 -0.48
H -2.46 -5.51 2.47
H -3.36 -4.04 2.77
H -3.02 -5.11 4.16
H -0.42 -4.96 1.70
H 1.84 -3.94 1.99
H 0.71 -2.24 5.53
H -1.23 -3.91 5.38
H 2.42 -0.73 1.86
H 3.62 -1.93 1.53
H 3.99 -0.48 2.48

Values from the calculation:
**Net charge**: -2
**DFT total energy**: -8366.91220 a.u.
**LUMO level**: 0.117 Ha
**Molecular weight**: 1169.91 g/mol



Question: What is the formula in the second record?
Answer: C32H34CdF3I2N3O4S2Se2